Entry from the OMol25 dataset: one molecule with the formula C3H3NO2 at a distorted geometry (the ωB97M-V functional and the def2-TZVPD basis).

Its SMILES is Cn1c(=O)c1=O. The maximum force comes out at 3.38 eV Å⁻¹. As for the HOMO energy: -10.181 eV. The spin multiplicity is 1. The calculation puts the orbital gap at 10.71 eV.

Last column: Mulliken charge in e.
Positions of all 9 atoms, in Å:
C: 1.106 0.476 -0.286  -0.647
N: -0.091 -0.237 -0.079  0.036
C: -1.236 0.069 0.612  0.234
O: -1.620 1.000 1.197  -0.474
C: -1.072 -1.212 -0.073  0.477
O: -1.330 -2.291 -0.422  -0.460
H: 1.032 0.992 -1.195  0.288
H: 1.154 1.315 0.562  0.256
H: 2.057 -0.112 -0.317  0.290